1.
{"formula": "C8H8Cl2O6Zn", "method": "wB97M-V/def2-TZVPD", "symbols": ["C", "C", "O", "O", "C", "O", "C", "O", "C", "O", "O", "C", "Cl", "C", "C", "Cl", "H", "H", "H", "H", "H", "H", "H", "H", "Zn"], "xyz": [[4.059, 0.201, 0.355], [3.158, 1.001, -0.506], [3.196, 2.105, -0.768], [1.895, 0.216, -1.139], [0.867, 0.024, -0.147], [0.160, 0.887, 0.163], [0.847, -1.440, 0.316], [-0.439, -1.892, 0.508], [-1.094, -1.621, -0.649], [-0.469, -1.555, -1.728], [-2.367, -1.515, -0.567], [-2.838, -0.175, -0.500], [-3.119, 0.522, -2.017], [-3.056, 0.416, 0.657], [-3.604, 1.781, 0.809], [-2.719, -0.383, 2.124], [5.060, 0.513, 0.113], [3.956, -0.865, 0.226], [3.824, 0.437, 1.386], [1.365, -2.126, -0.397], [1.443, -1.508, 1.218], [-4.546, 1.672, 1.329], [-3.774, 2.259, -0.138], [-2.952, 2.360, 1.446], [1.147, -1.316, -2.094]], "nbo_charge": [-0.746, 0.830, -0.315, -0.825, 0.691, -0.366, -0.198, -0.379, 1.120, -0.862, -0.428, 0.089, 0.113, -0.007, -0.656, 0.090, 0.314, 0.236, 0.296, 0.117, 0.305, 0.267, 0.250, 0.256, 1.808], "homo_lumo_gap_ev": 4.95, "total_charge": 2, "fmax_ev_per_a": 5.75}

=====

2.
{"formula": "C4H12", "method": "wB97M-V/def2-TZVPD", "symbols": ["C", "C", "H", "H", "H", "H", "H", "H", "C", "C", "H", "H", "H", "H", "H", "H"], "xyz": [[2.103, 0.109, 0.462], [1.751, -1.348, 0.771], [1.848, 0.422, -0.554], [1.609, 0.766, 1.169], [3.180, 0.267, 0.583], [1.532, -1.482, 1.830], [2.570, -2.044, 0.551], [0.867, -1.697, 0.228], [-2.218, 1.270, -0.332], [-1.652, -0.006, -0.948], [-2.552, 1.158, 0.700], [-1.469, 2.055, -0.396], [-3.084, 1.663, -0.883], [-0.990, 0.168, -1.792], [-2.397, -0.766, -1.215], [-1.098, -0.534, -0.173]], "nbo_charge": [-0.612, -0.611, 0.205, 0.204, 0.204, 0.203, 0.204, 0.203, -0.609, -0.612, 0.205, 0.204, 0.201, 0.206, 0.204, 0.202], "de_lowest_ev": 0.160, "homo_lumo_gap_ev": 12.75, "fmax_ev_per_a": 1.14}

=====

3.
{"formula": "C6H14", "method": "wB97M-V/def2-TZVPD", "symbols": ["C", "C", "C", "C", "C", "C", "H", "H", "H", "H", "H", "H", "H", "H", "H", "H", "H", "H", "H", "H"], "xyz": [[-0.394, 1.633, -1.834], [0.185, 0.157, -1.736], [-0.428, -0.406, -0.422], [0.119, -0.017, 0.930], [-0.916, -0.474, 2.001], [1.512, -0.676, 0.873], [-0.762, 2.047, -0.847], [0.482, 2.279, -2.116], [-1.394, 1.788, -2.387], [1.267, 0.118, -1.861], [-0.109, -0.731, -2.443], [-0.427, -1.580, -0.484], [-1.575, -0.309, -0.346], [0.416, 1.045, 1.067], [-0.533, -0.869, 2.951], [-1.455, -1.278, 1.601], [-1.600, 0.206, 2.468], [2.317, -0.261, 0.287], [1.842, -0.872, 1.857], [1.452, -1.798, 0.442]], "nbo_charge": [-0.635, -0.429, -0.381, -0.257, -0.619, -0.599, 0.210, 0.213, 0.223, 0.211, 0.216, 0.192, 0.203, 0.209, 0.210, 0.204, 0.222, 0.216, 0.207, 0.183], "de_lowest_ev": 2.298, "homo_lumo_gap_ev": 11.29, "fmax_ev_per_a": 3.93}

=====

4.
{"formula": "C4H9BrN5", "method": "wB97M-V/def2-TZVPD", "symbols": ["C", "C", "C", "C", "N", "N", "N", "N", "N", "Br", "H", "H", "H", "H", "H", "H", "H", "H", "H"], "xyz": [[1.521, -0.017, -0.359], [-0.488, -0.931, 0.790], [0.915, -0.504, 0.988], [-2.236, 1.840, -1.117], [0.792, 0.178, -1.413], [-1.149, -0.631, -0.269], [2.886, 0.105, -0.419], [-1.051, -1.599, 1.797], [-0.475, 0.079, -1.289], [-1.737, 2.638, 0.453], [1.557, -1.271, 1.413], [0.955, 0.378, 1.591], [-2.016, 2.402, -2.041], [-2.966, 1.135, -1.255], [3.300, -0.165, 0.386], [3.537, 0.261, -1.228], [-0.514, -1.854, 2.611], [-1.946, -1.964, 1.611], [-0.885, -0.080, -2.251]], "nbo_charge": [0.472, 0.446, -0.559, -0.368, -0.302, -0.362, -0.725, -0.741, -0.081, 0.186, 0.255, 0.272, 0.209, 0.197, 0.388, 0.447, 0.419, 0.422, 0.425], "de_lowest_ev": 1.595, "homo_lumo_gap_ev": [6.08, 8.45], "total_charge": 1, "fmax_ev_per_a": 4.34}

=====

Copy entry 3 word for word.
{"formula": "C6H14", "method": "wB97M-V/def2-TZVPD", "symbols": ["C", "C", "C", "C", "C", "C", "H", "H", "H", "H", "H", "H", "H", "H", "H", "H", "H", "H", "H", "H"], "xyz": [[-0.394, 1.633, -1.834], [0.185, 0.157, -1.736], [-0.428, -0.406, -0.422], [0.119, -0.017, 0.930], [-0.916, -0.474, 2.001], [1.512, -0.676, 0.873], [-0.762, 2.047, -0.847], [0.482, 2.279, -2.116], [-1.394, 1.788, -2.387], [1.267, 0.118, -1.861], [-0.109, -0.731, -2.443], [-0.427, -1.580, -0.484], [-1.575, -0.309, -0.346], [0.416, 1.045, 1.067], [-0.533, -0.869, 2.951], [-1.455, -1.278, 1.601], [-1.600, 0.206, 2.468], [2.317, -0.261, 0.287], [1.842, -0.872, 1.857], [1.452, -1.798, 0.442]], "nbo_charge": [-0.635, -0.429, -0.381, -0.257, -0.619, -0.599, 0.210, 0.213, 0.223, 0.211, 0.216, 0.192, 0.203, 0.209, 0.210, 0.204, 0.222, 0.216, 0.207, 0.183], "de_lowest_ev": 2.298, "homo_lumo_gap_ev": 11.29, "fmax_ev_per_a": 3.93}